A cluster of 3 separate species, C3H9NO2 in total in a non-equilibrium geometry, computed with ωB97M-V with the def2-TZVPD basis set.

Computed properties:
* highest occupied orbital energy: -0.3475 Ha
* 2S+1: 1
* SMILES: C=CN=C.O.O
* LUMO energy: 0.68 eV
* DFT total energy: -324.8751 Eh
* ΔE to the lowest compared entry with this formula, charge and spin: 2.6527 eV

CARTESIAN COORDINATES (ANGSTROEM)
1 C 2.727 1.135 1.587
2 C 3.516 0.075 1.732
3 C 0.836 2.191 0.963
4 N 1.589 1.179 0.777
5 H 2.840 1.908 2.361
6 H 3.439 -0.849 1.162
7 H 4.119 -0.070 2.614
8 H 1.112 3.001 1.639
9 H -0.063 2.267 0.355
10 H -2.992 -1.475 -1.403
11 H -2.286 -0.737 -0.290
12 O -2.747 -1.542 -0.484
13 H -3.415 -2.829 -3.801
14 H -4.779 -2.191 -3.767
15 O -3.895 -2.064 -3.445

Results of the Löwdin charge analysis, in e, for atoms 1 through 8: C -0.286; C 0.020; C -0.045; N -0.029; H 0.098; H 0.059; H 0.048; H 0.070


A structure of composition C23H23NO5V in a non-equilibrium geometry, computed with ωB97M-V with the def2-TZVPD basis set.

Computed properties:
* highest occupied orbital energy (alpha / beta): -0.2981 / -0.2606 Ha
* 2S+1: 2
* LUMO energy (alpha / beta): -0.82 / -0.88 eV
* DFT total energy: -2265.0542 Eh
* ΔE to the lowest compared entry with this formula, charge and spin: 1.9204 eV

CARTESIAN COORDINATES (ANGSTROEM)
1 V -0.428 0.025 -0.276
2 C 3.201 -0.752 1.037
3 C 2.517 -2.128 0.990
4 C 1.810 -2.398 2.324
5 C 1.574 -2.201 -0.201
6 C 1.901 -1.539 -1.378
7 C 1.020 -1.488 -2.437
8 C -0.212 -2.118 -2.361
9 C -1.161 -2.059 -3.505
10 C -0.516 -2.835 -1.214
11 C 0.365 -2.879 -0.152
12 H 3.695 -0.574 1.989
13 H 2.460 0.039 0.917
14 H 3.949 -0.631 0.252
15 H 3.289 -2.903 0.844
16 H 0.935 -1.756 2.428
17 H 2.467 -2.190 3.169
18 H 1.478 -3.431 2.417
19 H 2.853 -1.043 -1.463
20 H 1.284 -0.951 -3.332
21 H -0.989 -2.888 -4.191
22 H -1.046 -1.131 -4.064
23 H -2.196 -2.112 -3.162
24 H -1.455 -3.360 -1.156
25 H 0.105 -3.440 0.730
26 O -4.814 1.224 3.523
27 C -3.756 1.082 2.663
28 C -3.895 1.418 1.314
29 C -2.791 1.242 0.503
30 N -1.617 0.878 1.023
31 C -1.533 0.374 2.260
32 C -2.581 0.512 3.151
33 C -0.316 -0.489 2.452
34 O -0.006 -0.859 3.635
35 O 0.280 -0.799 1.362
36 C -2.810 1.228 -1.003
37 O -3.813 1.755 -1.597
38 O -1.812 0.638 -1.542
39 H -5.534 1.614 3.002
40 H -4.829 1.737 0.872
41 H -2.499 0.125 4.157
42 C 2.131 3.997 -1.527
43 C 2.088 3.565 -0.201
44 C 1.353 2.429 0.138
45 C 0.661 1.727 -0.847
46 C 0.704 2.157 -2.171
47 C 1.438 3.293 -2.512
48 H 2.703 4.882 -1.792
49 H 2.627 4.113 0.568
50 H 1.314 2.086 1.168
51 H 0.162 1.604 -2.932
52 H 1.471 3.629 -3.545
53 H -1.225 1.585 -0.325

Results of the Löwdin charge analysis, in e, for atoms 1 through 8: V 0.952; C -0.054; C -0.321; C -0.079; C -0.216; C -0.032; C -0.048; C -0.318


A cluster of 2 separate species, C5H9N in total, computed with ωB97M-V with the def2-TZVPD basis set.

Computed properties:
* highest occupied orbital energy: -0.3515 Ha
* 2S+1: 1
* SMILES: C1=NC1.C=CC
* LUMO energy: 1.11 eV
* DFT total energy: -250.5560 Eh
* ΔE to the lowest compared entry with this formula, charge and spin: 3.0181 eV

CARTESIAN COORDINATES (ANGSTROEM)
1 C 0.520 -1.689 0.569
2 C 1.028 0.227 2.102
3 C 0.153 -0.556 1.478
4 N -1.315 0.425 -1.173
5 C -1.287 1.323 -2.394
6 C -0.302 1.140 -1.351
7 H 1.604 -1.756 0.424
8 H 0.168 -2.648 0.970
9 H 0.696 1.019 2.766
10 H 2.104 0.092 1.996
11 H -0.916 -0.388 1.627
12 H -1.151 0.810 -3.340
13 H -1.979 2.167 -2.416
14 H 0.631 1.374 -0.852
15 H 0.045 -1.539 -0.405

Results of the Löwdin charge analysis, in e, for atoms 1 through 8: C -0.123; C -0.031; C -0.272; N 0.099; C -0.157; C -0.160; H 0.073; H 0.075


A structure of composition C46H111CoF3N8O8 in a non-equilibrium geometry, computed with ωB97M-V with the def2-TZVPD basis set.

Computed properties:
* net charge: +2
* highest occupied orbital energy (alpha / beta): -0.4147 / -0.4147 Ha
* 2S+1: 4
* LUMO energy (alpha / beta): -7.59 / -7.60 eV
* DFT total energy: -4540.4635 Eh

CARTESIAN COORDINATES (ANGSTROEM)
1 Co 5.569 2.772 4.237
2 C 9.663 -3.759 -2.445
3 C 9.527 -2.537 -1.385
4 N 9.517 -1.239 -2.007
5 C 9.929 -0.927 -3.297
6 C 9.693 0.425 -3.583
7 N 9.314 1.019 -2.357
8 C 9.283 -0.006 -1.402
9 C 9.213 2.462 -2.135
10 H 10.701 -4.052 -2.602
11 H 9.137 -3.609 -3.388
12 H 9.086 -4.573 -2.007
13 H 10.337 -2.531 -0.655
14 H 8.529 -2.634 -0.957
15 H 10.224 -1.726 -3.961
16 H 9.659 0.948 -4.527
17 H 8.928 0.151 -0.394
18 H 8.198 2.793 -2.358
19 H 10.016 2.955 -2.682
20 H 9.488 2.512 -1.081
21 C 2.175 0.093 0.895
22 O 0.978 0.766 1.399
23 O 3.297 0.743 1.425
24 C 1.936 -1.514 0.900
25 F 2.896 -2.192 0.248
26 F 1.754 -2.213 2.040
27 F 0.927 -1.830 0.111
28 C -0.303 0.433 0.861
29 C -1.089 1.686 1.177
30 H -2.078 1.703 0.720
31 H -1.045 1.955 2.233
32 H -0.545 2.435 0.602
33 H -0.696 -0.434 1.392
34 H -0.362 0.352 -0.225
35 H 2.034 0.480 -0.114
36 C -0.650 -5.088 8.604
37 C -1.111 -3.933 7.780
38 C -2.043 -4.368 6.577
39 C -3.457 -4.804 7.038
40 C -4.358 -5.100 5.724
41 C -4.525 -3.992 4.631
42 H -1.320 -5.532 9.341
43 H 0.165 -4.752 9.244
44 H -0.048 -5.861 8.129
45 H -1.426 -3.108 8.419
46 H -0.227 -3.581 7.249
47 H -1.634 -5.219 6.032
48 H -2.088 -3.696 5.720
49 H -3.441 -5.569 7.815
50 H -3.986 -3.987 7.530
51 H -3.930 -5.961 5.210
52 H -5.351 -5.406 6.054
53 H -5.150 -4.383 3.829
54 H -4.906 -3.047 5.017
55 H -3.495 -3.931 4.279
56 C -5.737 -2.584 -1.838
57 C -6.663 -3.245 -2.746
58 C -7.939 -3.860 -2.079
59 C -8.997 -2.843 -1.665
60 C -10.127 -3.345 -0.768
61 C -9.897 -3.362 0.743
62 H -4.855 -2.168 -2.325
63 H -5.478 -3.210 -0.984
64 H -6.244 -1.672 -1.524
65 H -6.945 -2.520 -3.509
66 H -6.083 -4.019 -3.248
67 H -7.774 -4.184 -1.051
68 H -8.329 -4.679 -2.683
69 H -8.491 -2.012 -1.172
70 H -9.488 -2.618 -2.612
71 H -11.089 -2.868 -0.959
72 H -10.462 -4.289 -1.197
73 H -9.178 -4.135 1.014
74 H -9.550 -2.480 1.282
75 H -10.795 -3.593 1.315
76 C 2.652 -5.178 -6.077
77 C 1.149 -4.676 -6.016
78 C 0.514 -4.220 -7.367
79 O 0.997 -2.980 -7.868
80 C 0.370 -1.796 -7.357
81 N 0.407 -5.810 -5.520
82 H 3.124 -5.152 -5.095
83 H 3.231 -4.514 -6.718
84 H 2.832 -6.174 -6.480
85 H 0.973 -3.870 -5.303
86 H -0.563 -4.055 -7.352
87 H 0.720 -4.965 -8.135
88 H 0.672 -0.921 -7.933
89 H 0.420 -1.600 -6.286
90 H -0.713 -1.919 -7.335
91 H 0.919 -6.675 -5.608
92 H 0.183 -5.710 -4.540
93 C 5.030 5.143 -5.633
94 C 3.907 4.305 -6.064
95 C 3.808 2.921 -5.286
96 O 4.747 1.922 -5.693
97 C 4.651 0.731 -4.941
98 N 2.735 5.096 -6.143
99 H 5.993 4.641 -5.725
100 H 4.979 5.396 -4.574
101 H 4.986 5.996 -6.310
102 H 4.031 4.007 -7.105
103 H 2.832 2.493 -5.515
104 H 3.862 3.081 -4.209
105 H 3.623 0.373 -5.002
106 H 4.674 0.834 -3.857
107 H 5.366 0.006 -5.330
108 H 2.285 5.355 -5.277
109 H 1.933 4.555 -6.432
110 C 0.850 -8.104 3.239
111 C 0.473 -8.146 1.731
112 C -0.744 -7.212 1.424
113 O -1.130 -7.139 0.070
114 C -2.263 -7.937 -0.273
115 N 1.662 -7.762 0.997
116 H 1.731 -8.705 3.463
117 H 0.080 -8.381 3.960
118 H 1.243 -7.149 3.590
119 H 0.159 -9.125 1.368
120 H -0.570 -6.190 1.761
121 H -1.582 -7.593 2.008
122 H -2.605 -7.856 -1.305
123 H -3.141 -7.711 0.333
124 H -2.020 -8.970 -0.025
125 H 1.260 -7.688 0.073
126 H 1.664 -6.820 1.360
127 C 0.864 3.403 7.324
128 C 2.246 2.840 6.978
129 C 2.642 1.363 7.114
130 O 3.977 1.133 6.568
131 C 4.491 -0.082 7.091
132 N 2.447 3.202 5.570
133 H 0.149 2.955 6.634
134 H 0.808 4.489 7.392
135 H 0.454 3.144 8.301
136 H 2.964 3.381 7.594
137 H 1.838 0.759 6.694
138 H 2.673 1.302 8.202
139 H 5.077 0.164 7.976
140 H 5.121 -0.571 6.349
141 H 3.772 -0.811 7.467
142 H 2.029 4.119 5.496
143 H 1.801 2.606 5.073
144 C -1.437 10.072 3.341
145 C -2.907 9.892 3.584
146 C -3.652 10.987 2.824
147 O -3.711 10.731 1.395
148 C -4.752 11.540 0.769
149 N -3.282 8.516 3.314
150 H -0.746 9.385 3.829
151 H -0.997 10.980 3.753
152 H -1.158 10.009 2.289
153 H -3.011 10.051 4.657
154 H -3.157 11.957 2.860
155 H -4.657 11.073 3.237
156 H -4.395 11.879 -0.204
157 H -5.087 12.479 1.208
158 H -5.704 11.047 0.567
159 H -2.392 8.059 3.175
160 H -3.814 8.499 2.456
161 C -2.133 7.926 -3.410
162 C -2.449 6.481 -3.211
163 C -3.216 5.675 -4.246
164 O -3.318 4.245 -3.890
165 C -4.523 3.755 -4.407
166 N -1.112 5.945 -3.103
167 H -3.041 8.400 -3.783
168 H -1.508 8.216 -4.254
169 H -1.801 8.512 -2.553
170 H -2.813 6.240 -2.212
171 H -2.790 5.732 -5.248
172 H -4.170 6.197 -4.322
173 H -4.821 4.060 -5.410
174 H -5.380 4.016 -3.787
175 H -4.614 2.669 -4.427
176 H -0.666 6.346 -2.290
177 H -1.323 4.977 -2.909

Results of the Löwdin charge analysis, in e, for atoms 1 through 8: Co 0.881; C -0.034; C -0.129; N -0.064; C 0.006; C 0.033; N -0.100; C 0.039


A structure of composition C12H16CrN2S6, computed with ωB97M-V with the def2-TZVPD basis set.

Computed properties:
* highest occupied orbital energy (alpha / beta): -0.2609 / -0.2746 Ha
* 2S+1: 5
* LUMO energy (alpha / beta): -0.25 / -0.26 eV
* DFT total energy: -4009.9761 Eh
* ΔE to the lowest compared entry with this formula, charge and spin: 0.3915 eV

CARTESIAN COORDINATES (ANGSTROEM)
1 Cr 0.565 0.440 -0.105
2 C 1.465 -2.124 2.051
3 C 0.573 -1.473 3.096
4 S 0.414 0.324 2.807
5 C -1.394 0.558 2.954
6 C -1.854 1.714 2.083
7 S -1.699 1.414 0.290
8 C -3.342 0.742 -0.144
9 C -3.562 -0.740 0.109
10 S -2.333 -1.754 -0.779
11 C -1.850 -2.889 0.565
12 C -0.426 -3.369 0.352
13 S 0.831 -2.035 0.347
14 H 1.628 -3.176 2.286
15 H 2.432 -1.623 2.001
16 H 1.009 -1.612 4.085
17 H -0.426 -1.907 3.099
18 H -1.621 0.771 4.000
19 H -1.880 -0.374 2.668
20 H -1.244 2.599 2.266
21 H -2.895 1.960 2.287
22 H -3.434 0.963 -1.207
23 H -4.077 1.339 0.394
24 H -4.552 -1.030 -0.245
25 H -3.493 -0.976 1.170
26 H -2.542 -3.732 0.566
27 H -1.943 -2.356 1.511
28 H -0.327 -3.848 -0.621
29 H -0.133 -4.080 1.122
30 S 2.799 0.058 -0.557
31 C 3.440 1.671 -0.726
32 C 4.852 1.776 -0.874
33 N 5.998 1.832 -0.967
34 C 2.647 2.771 -0.742
35 S 0.914 2.681 -0.573
36 C 3.186 4.075 -0.928
37 N 3.577 5.148 -1.071

Results of the Löwdin charge analysis, in e, for atoms 1 through 8: Cr -0.124; C -0.492; C -0.491; S 0.897; C -0.498; C -0.474; S 0.794; C -0.483


An isolated molecule of C7H11N2OP in a non-equilibrium geometry, computed with ωB97M-V with the def2-TZVPD basis set.

Computed properties:
* highest occupied orbital energy: -0.3052 Ha
* 2S+1: 1
* SMILES: CP(C)(=O)c1ncccc1N
* LUMO energy: 0.77 eV
* DFT total energy: -799.4121 Eh
* ΔE to the lowest compared entry with this formula, charge and spin: 2.3802 eV

CARTESIAN COORDINATES (ANGSTROEM)
1 C -3.336 0.248 -0.157
2 C -2.768 -0.986 0.017
3 C -2.529 1.349 -0.532
4 C -1.380 -1.088 -0.108
5 C -0.668 0.071 -0.338
6 C 1.923 -0.472 1.398
7 C 1.736 1.532 -0.901
8 N -1.202 1.231 -0.568
9 N -0.744 -2.311 -0.061
10 O 2.025 -1.274 -1.246
11 P 1.509 -0.190 -0.387
12 H -4.433 0.337 -0.073
13 H -3.493 -1.860 0.245
14 H -3.022 2.333 -0.858
15 H 0.927 -0.206 2.042
16 H 2.131 -1.467 1.808
17 H 2.722 0.142 1.765
18 H 2.849 1.660 -0.784
19 H 1.702 1.353 -2.010
20 H 1.047 2.166 -0.286
21 H -1.019 -2.932 0.616
22 H 0.311 -2.213 -0.210

Results of the Löwdin charge analysis, in e, for atoms 1 through 8: C -0.094; C -0.043; C -0.155; C -0.349; C -0.222; C -0.195; C -0.215; N 0.035


An isolated molecule of C13H12Si in a non-equilibrium geometry, computed with ωB97M-V with the def2-TZVPD basis set.

Computed properties:
* highest occupied orbital energy: -0.3130 Ha
* 2S+1: 1
* SMILES: c1ccc2c(c1)C[SiH2]c1ccccc1-2
* LUMO energy: 0.47 eV
* DFT total energy: -791.8971 Eh
* ΔE to the lowest compared entry with this formula, charge and spin: 2.7670 eV

CARTESIAN COORDINATES (ANGSTROEM)
1 C -1.714 1.793 1.846
2 C -0.231 -3.128 0.927
3 C -0.915 2.893 1.527
4 C -0.306 -3.639 -0.403
5 C -1.268 0.616 1.218
6 C -0.036 -1.801 1.155
7 C 0.226 2.825 0.663
8 C 0.046 -2.899 -1.466
9 C -0.184 0.523 0.330
10 C -0.038 -0.951 0.029
11 C 0.609 1.678 0.017
12 C 0.140 -1.521 -1.180
13 C 1.629 2.149 -1.166
14 Si 1.116 0.156 -2.221
15 H -2.484 1.807 2.556
16 H -0.321 -3.817 1.654
17 H -1.101 3.769 2.151
18 H -0.619 -4.606 -0.619
19 H -1.910 -0.255 1.175
20 H -0.118 -1.384 2.117
21 H 0.736 3.784 0.425
22 H 0.253 -3.221 -2.405
23 H 1.334 3.149 -1.463
24 H 2.722 2.237 -0.865
25 H 2.263 -0.526 -2.673
26 H 0.171 0.369 -3.326

Results of the Löwdin charge analysis, in e, for atoms 1 through 8: C -0.052; C -0.044; C -0.072; C -0.079; C -0.058; C -0.042; C -0.090; C -0.087


A cluster of 2 separate species, CH3IO2P in total in a non-equilibrium geometry, computed with ωB97M-V with the def2-TZVPD basis set.

Computed properties:
* net charge: -1
* highest occupied orbital energy: -0.1387 Ha
* 2S+1: 1
* LUMO energy: 2.46 eV
* DFT total energy: -829.5546 Eh
* ΔE to the lowest compared entry with this formula, charge and spin: 1.1647 eV

CARTESIAN COORDINATES (ANGSTROEM)
1 C 0.586 0.055 -0.356
2 O -1.890 -1.059 -0.520
3 O -1.861 1.542 -0.431
4 P -1.176 0.217 -0.666
5 I 1.640 -0.980 2.752
6 H 0.841 0.914 0.368
7 H 0.564 -0.945 -0.025
8 H 1.296 0.256 -1.121

Atom-resolved charges from Löwdin, all expressed in e: C -0.276; O -0.324; O -0.361; P 0.596; I -0.665; H 0.052; H -0.054; H 0.032